C6H12N6 | the ωB97M-V functional and the def2-TZVPD basis

Cartesian coordinates (Å):
C (-2.57002, 1.11535, -1.00531)
C (-2.08526, -0.53815, 0.46044)
C (-1.29864, -1.53788, 1.16539)
C (-0.48372, -2.31578, 0.07881)
C (-0.10466, 2.16666, 0.28625)
C (0.62959, -1.40804, -0.34418)
N (-3.61770, 0.41391, -0.70015)
N (-3.34202, -0.41742, 0.31000)
N (-1.51090, 0.50538, -0.34285)
N (-0.26450, 0.84654, -0.17146)
N (1.07693, 2.51152, 1.05547)
N (0.95726, -1.11831, -1.49776)
H (-2.50096, 1.90770, -1.72981)
H (-0.68034, -1.31776, 1.96255)
H (-2.00337, -2.28065, 1.58889)
H (-0.08605, -3.18886, 0.55108)
H (-0.98850, -2.87785, -0.80555)
H (-0.24039, 2.87143, -0.60486)
H (-1.02244, 2.44167, 0.75596)
H (1.37518, -1.11058, 0.41408)
H (1.91101, 1.98874, 0.69249)
H (0.99576, 3.55285, 1.30778)
H (1.65241, -0.42922, -1.73328)
H (0.41447, -1.38099, -2.36834)

Properties
**E_LUMO (alpha / beta)**: -0.419 / -0.417 hartree
**Net charge**: +2
**Frontier orbital gap (alpha / beta)**: 5.9 / 6.5 eV



C6H12N6O2 | the ωB97M-V functional and the def2-TZVPD basis

Cartesian coordinates (Å):
C (-0.22012, 0.94811, -0.52081)
C (-2.19889, -0.28225, -0.96177)
C (0.81867, 1.55423, -1.28923)
C (1.02992, -0.76900, 1.17768)
C (-0.16765, -0.15382, 0.43949)
C (-1.93700, -1.80519, 1.03581)
N (-1.38022, 0.80463, -1.30265)
N (-1.26180, -0.96123, -0.00848)
N (0.84548, 1.26096, -2.54293)
N (1.37368, -1.98353, 0.95333)
N (1.68674, 2.32604, -0.58744)
N (1.60515, 0.06513, 1.97532)
O (-0.47313, 1.16116, 0.89560)
O (-3.26043, -0.66207, -1.15077)
H (-3.01021, -1.73021, 0.77452)
H (-1.61948, -2.93477, 1.02283)
H (-1.72400, -1.24351, 1.97122)
H (-1.78285, 1.54919, -1.86319)
H (0.03794, 0.91980, -2.96437)
H (1.73422, 1.40233, -3.08496)
H (0.90851, -2.52942, 0.18715)
H (1.99577, -2.65785, 1.50491)
H (1.26195, 2.65322, 0.26318)
H (2.61435, 2.55450, -0.94653)
H (0.95794, 0.90456, 2.27929)
H (2.16545, -0.39102, 2.74281)

Properties
**E_LUMO**: -0.291 hartree
**Net charge**: +2
**Frontier orbital gap**: 9.3 eV



Please write out number 2 again, unchanged.
C6H12N6O2 | the ωB97M-V functional and the def2-TZVPD basis

Cartesian coordinates (Å):
C (-0.22012, 0.94811, -0.52081)
C (-2.19889, -0.28225, -0.96177)
C (0.81867, 1.55423, -1.28923)
C (1.02992, -0.76900, 1.17768)
C (-0.16765, -0.15382, 0.43949)
C (-1.93700, -1.80519, 1.03581)
N (-1.38022, 0.80463, -1.30265)
N (-1.26180, -0.96123, -0.00848)
N (0.84548, 1.26096, -2.54293)
N (1.37368, -1.98353, 0.95333)
N (1.68674, 2.32604, -0.58744)
N (1.60515, 0.06513, 1.97532)
O (-0.47313, 1.16116, 0.89560)
O (-3.26043, -0.66207, -1.15077)
H (-3.01021, -1.73021, 0.77452)
H (-1.61948, -2.93477, 1.02283)
H (-1.72400, -1.24351, 1.97122)
H (-1.78285, 1.54919, -1.86319)
H (0.03794, 0.91980, -2.96437)
H (1.73422, 1.40233, -3.08496)
H (0.90851, -2.52942, 0.18715)
H (1.99577, -2.65785, 1.50491)
H (1.26195, 2.65322, 0.26318)
H (2.61435, 2.55450, -0.94653)
H (0.95794, 0.90456, 2.27929)
H (2.16545, -0.39102, 2.74281)

Properties
**E_LUMO**: -0.291 hartree
**Net charge**: +2
**Frontier orbital gap**: 9.3 eV



Please write out number 1 again, unchanged.
C6H12N6 | the ωB97M-V functional and the def2-TZVPD basis

Cartesian coordinates (Å):
C (-2.57002, 1.11535, -1.00531)
C (-2.08526, -0.53815, 0.46044)
C (-1.29864, -1.53788, 1.16539)
C (-0.48372, -2.31578, 0.07881)
C (-0.10466, 2.16666, 0.28625)
C (0.62959, -1.40804, -0.34418)
N (-3.61770, 0.41391, -0.70015)
N (-3.34202, -0.41742, 0.31000)
N (-1.51090, 0.50538, -0.34285)
N (-0.26450, 0.84654, -0.17146)
N (1.07693, 2.51152, 1.05547)
N (0.95726, -1.11831, -1.49776)
H (-2.50096, 1.90770, -1.72981)
H (-0.68034, -1.31776, 1.96255)
H (-2.00337, -2.28065, 1.58889)
H (-0.08605, -3.18886, 0.55108)
H (-0.98850, -2.87785, -0.80555)
H (-0.24039, 2.87143, -0.60486)
H (-1.02244, 2.44167, 0.75596)
H (1.37518, -1.11058, 0.41408)
H (1.91101, 1.98874, 0.69249)
H (0.99576, 3.55285, 1.30778)
H (1.65241, -0.42922, -1.73328)
H (0.41447, -1.38099, -2.36834)

Properties
**E_LUMO (alpha / beta)**: -0.419 / -0.417 hartree
**Net charge**: +2
**Frontier orbital gap (alpha / beta)**: 5.9 / 6.5 eV



- Look up the net charge of the first one.
  +2